A molecular structure, C34H34N5O3P3S2Sc. Source: the OMol25 dataset; level of theory: ωB97M-V/def2-TZVPD.

Kohn-Sham gap   6.45 eV
Charge   +1
E_tot   -119639.9996 eV
Relative energy (zero: lowest compared OMol25 entry of this formula, charge and spin)   0.0222 eV
HOMO energy   -0.358 hartree

The geometry in XYZ format:
```
82
Properties=species:S:1:pos:R:3:forces:R:3:lowdin_charge:R:1
Sc 1.617 1.245 0.472 -0.491 -0.165 0.260 0.59
S 0.447 0.446 2.359 0.086 0.022 0.002 0.55
P -0.925 0.796 -0.094 0.183 0.226 -0.073 0.92
C 0.060 -0.407 0.794 -0.092 0.115 -0.039 -1.04
P -0.129 -2.179 0.987 0.081 0.046 -0.068 0.41
S 1.365 -3.054 1.906 -0.018 -0.029 0.027 0.31
C -0.380 -2.913 -0.650 -0.022 -0.016 0.044 -0.34
C -0.935 -4.190 -0.717 0.019 0.010 -0.027 -0.09
C -1.074 -4.823 -1.939 -0.011 -0.014 -0.039 -0.06
C -0.651 -4.196 -3.104 -0.001 -0.006 0.018 -0.07
C -0.078 -2.935 -3.042 0.022 -0.016 0.028 -0.08
C 0.060 -2.303 -1.815 0.039 0.051 0.023 -0.13
C -1.697 -2.447 1.866 0.084 0.047 0.009 -0.35
C -2.914 -2.572 1.203 0.007 0.003 -0.019 -0.10
C -4.097 -2.638 1.924 -0.016 0.015 0.033 -0.07
C -4.069 -2.577 3.310 0.019 -0.001 -0.016 -0.08
C -2.856 -2.473 3.976 -0.026 0.001 -0.004 -0.07
C -1.671 -2.415 3.258 0.010 0.022 -0.011 -0.11
C -2.423 1.385 0.755 -0.007 -0.034 0.046 -0.39
C -3.139 2.402 0.121 0.005 -0.015 0.009 -0.11
C -4.271 2.936 0.714 -0.002 -0.001 -0.006 -0.08
C -4.694 2.462 1.949 0.000 0.007 0.005 -0.07
C -3.985 1.453 2.583 -0.022 0.006 0.008 -0.06
C -2.850 0.915 1.992 0.006 -0.043 -0.012 -0.10
C -1.596 0.265 -1.697 0.023 -0.073 -0.015 -0.38
C -2.733 -0.536 -1.787 -0.006 0.063 0.027 -0.08
C -3.197 -0.954 -3.022 0.005 -0.007 0.007 -0.05
C -2.539 -0.565 -4.181 0.025 0.015 -0.014 -0.07
C -1.429 0.264 -4.105 -0.016 0.001 -0.022 -0.08
C -0.965 0.680 -2.865 -0.032 0.041 0.053 -0.12
H -1.255 -4.689 0.190 0.007 -0.005 0.003 0.12
H -1.511 -5.811 -1.983 -0.007 -0.029 -0.013 0.11
H -0.764 -4.694 -4.057 -0.004 -0.014 -0.034 0.11
H 0.252 -2.441 -3.946 0.006 0.001 -0.033 0.10
H 0.499 -1.315 -1.760 -0.079 -0.129 0.017 0.04
H -2.941 -2.639 0.123 0.001 0.001 0.047 0.09
H -5.039 -2.741 1.402 -0.037 -0.008 -0.010 0.11
H -4.992 -2.627 3.872 -0.035 -0.005 0.016 0.11
H -2.830 -2.446 5.057 -0.004 0.001 0.031 0.11
H -0.719 -2.347 3.770 0.008 0.001 0.002 0.08
H -2.816 2.768 -0.848 0.004 0.008 -0.012 0.11
H -4.825 3.716 0.211 -0.015 0.022 -0.008 0.11
H -5.577 2.878 2.415 -0.031 0.012 0.009 0.11
H -4.314 1.076 3.542 -0.008 -0.007 0.016 0.11
H -2.303 0.133 2.498 0.004 -0.042 -0.003 0.06
H -3.259 -0.821 -0.884 0.003 0.028 -0.025 0.10
H -4.075 -1.583 -3.084 -0.019 -0.015 -0.001 0.11
H -2.902 -0.895 -5.144 -0.014 0.001 -0.031 0.11
H -0.936 0.597 -5.009 0.004 0.000 -0.019 0.11
H -0.111 1.346 -2.801 -0.046 -0.005 0.000 0.08
N 5.521 3.433 0.493 -0.089 -0.078 -0.039 0.06
C 4.856 2.309 0.225 -0.025 0.027 0.025 -0.09
N 3.571 2.510 0.462 0.159 -0.004 -0.057 0.07
C 3.515 3.809 0.879 0.336 -0.061 -0.061 -0.29
N 4.684 4.402 0.912 -0.148 0.116 0.042 0.16
C 2.222 4.374 1.252 -0.245 -0.034 0.023 -0.18
C 2.035 5.668 1.711 0.051 -0.073 -0.032 -0.04
N 0.832 6.108 2.059 -0.083 0.004 0.019 0.11
C -0.176 5.252 1.962 0.027 -0.024 -0.023 -0.07
C -0.003 3.947 1.508 0.026 0.005 0.005 -0.07
N 1.199 3.510 1.140 0.018 0.143 0.054 0.05
H 6.511 3.617 0.419 -0.078 -0.009 0.009 0.17
H 5.301 1.393 -0.127 0.028 -0.052 -0.021 0.14
H 2.869 6.351 1.798 0.033 0.000 -0.007 0.13
H -1.159 5.599 2.253 0.000 0.010 0.007 0.12
H -0.829 3.250 1.454 0.027 0.014 -0.007 0.08
C 5.325 -2.201 -1.653 0.074 0.087 -0.016 -0.10
O 4.672 -1.028 -1.111 -0.070 -0.010 0.050 -0.36
P 3.119 -1.190 -0.653 0.114 -0.111 -0.081 0.95
O 3.190 -0.319 0.737 0.176 0.079 0.173 -0.52
C 3.906 -0.764 1.913 -0.008 -0.018 0.049 -0.09
O 2.500 0.230 -1.350 0.052 -0.102 -0.155 -0.47
C 2.454 0.278 -2.785 0.051 0.057 -0.096 -0.08
H 6.232 -1.850 -2.137 -0.028 -0.038 0.002 0.09
H 4.690 -2.700 -2.382 -0.012 -0.017 -0.002 0.08
H 5.579 -2.895 -0.853 0.006 -0.001 -0.001 0.09
H 3.849 0.054 2.627 0.012 -0.026 -0.017 0.09
H 4.944 -0.963 1.644 -0.026 0.006 -0.014 0.09
H 3.416 -1.643 2.323 0.009 0.026 -0.017 0.01
H 2.241 1.305 -3.071 -0.006 -0.018 0.006 0.10
H 1.676 -0.380 -3.173 0.033 0.015 0.002 0.07
H 3.425 -0.007 -3.188 -0.002 0.003 -0.006 0.09
```
Forces are in eV/Å.